1.
C3H8F3N4 | ωB97M-V with the def2-TZVPD basis set

```
! RIJCOSX wB97M-V def2-TZVPD def2/J DEFGRID3
* xyz 1 1
C -1.190 1.678 0.872
C 0.486 0.008 0.549
C 1.907 -0.094 0.146
N -1.281 -2.056 -0.065
N -0.181 -1.577 -0.530
N -0.399 1.066 0.069
N -0.323 1.211 -1.292
F 2.176 -0.124 -1.140
F 2.628 0.965 0.665
F 2.502 -1.145 0.663
H -1.974 2.242 0.308
H -1.329 -2.561 0.773
H -1.316 1.420 1.947
H 0.173 -0.053 1.503
H -2.069 -1.628 -0.508
H -0.819 2.132 -1.716
H 0.391 0.643 -1.858
H 0.618 -2.126 -0.386
*
```

Calculated values
- lowest unoccupied orbital energy (alpha / beta) (eV) = -4.78 / -4.78
- HOMO energy (alpha / beta) (eV) = -13.1451 / -13.1447
- frontier orbital gap (alpha / beta) (eV) = 8.36 / 8.36


2.
C3H8F3N4 | ωB97M-V with the def2-TZVPD basis set

```
! RIJCOSX wB97M-V def2-TZVPD def2/J DEFGRID3
* xyz 1 1
C -1.393 2.442 0.233
C 0.988 -0.749 0.627
C 1.853 0.152 -0.187
N -1.612 0.317 -0.804
N -0.234 -2.712 0.301
N 0.462 -1.653 -0.176
N -1.000 1.076 -0.001
F 2.997 -0.394 -0.601
F 2.001 1.304 0.543
F 1.306 0.487 -1.355
H -1.322 2.773 1.271
H -2.327 2.546 -0.291
H -0.547 2.951 -0.312
H 0.886 -0.662 1.675
H -1.323 -0.679 -0.825
H -0.449 -2.525 1.313
H -1.061 -3.052 -0.198
H 0.776 -1.620 -1.212
*
```

Calculated values
- lowest unoccupied orbital energy (alpha / beta) (eV) = -5.54 / -5.54
- HOMO energy (alpha / beta) (eV) = -13.1724 / -13.1728
- frontier orbital gap (alpha / beta) (eV) = 7.63 / 7.63


2 is favored, and the nearest alternative lies 16.1 kcal/mol above it.


1.
C3H7N4S | ωB97M-V with the def2-TZVPD basis set

```
! RIJCOSX wB97M-V def2-TZVPD def2/J DEFGRID3
* xyz 1 1
C -0.823 -0.936 -0.127
C 0.215 -1.792 -0.842
C -1.420 1.209 0.639
N 1.709 1.668 -0.571
N 1.529 0.711 0.099
N 2.094 -0.298 0.452
N -0.661 0.297 -0.113
S 1.650 -1.834 0.379
H -1.559 -1.572 0.486
H 0.170 -2.853 -0.972
H 0.655 -1.291 -1.750
H -1.344 2.213 0.334
H -0.999 1.147 1.746
H -2.411 0.773 0.674
H 1.194 2.557 -0.435
*
```

Calculated values
- lowest unoccupied orbital energy (eV) = -5.83
- HOMO energy (eV) = -13.8971
- frontier orbital gap (eV) = 8.07


2.
C3H7N4S | ωB97M-V with the def2-TZVPD basis set

```
! RIJCOSX wB97M-V def2-TZVPD def2/J DEFGRID3
* xyz 1 1
C -1.825 0.498 0.259
N -0.478 -0.022 0.021
C -0.337 -1.333 -0.039
C 0.985 -1.894 -0.194
S 2.385 -1.025 0.483
N 0.661 0.676 0.198
N 0.766 1.912 0.127
N 1.788 2.533 -0.024
H -1.897 1.546 0.221
H -2.327 0.246 1.292
H -2.415 0.008 -0.434
H -1.193 -1.900 -0.343
H 0.998 -3.050 -0.088
H 1.265 -1.736 -1.267
H 1.625 3.540 -0.211
*
```

Calculated values
- lowest unoccupied orbital energy (alpha / beta) (eV) = -6.47 / -5.79
- HOMO energy (alpha / beta) (eV) = -13.1748 / -12.9877
- structure (SMILES) = C/[N+](=C/C[S-])N=[N+]=N
- frontier orbital gap (alpha / beta) (eV) = 6.71 / 7.20


1 is favored, and the nearest alternative lies 27.0 kcal/mol above it.


1.
C10H8O | ωB97M-V with the def2-TZVPD basis set

```
! RIJCOSX wB97M-V def2-TZVPD def2/J DEFGRID3
* xyz 0 1
C 2.117 -1.732 0.051
C 1.859 -1.873 -1.334
C 1.544 -0.731 0.804
C 0.977 -1.028 -2.010
C 0.679 0.159 0.165
C 0.375 -0.038 -1.242
C -0.010 1.437 0.411
C -0.858 0.661 -0.884
C -1.208 1.542 1.456
C -2.448 1.233 0.579
O -2.034 0.391 -0.566
H 2.843 -2.193 0.562
H 2.404 -2.522 -1.900
H 1.849 -0.716 1.816
H 0.514 -1.175 -2.942
H -1.101 0.836 2.197
H -1.342 2.592 1.781
H -3.394 0.892 0.945
H -2.767 2.264 0.111
*
```

Calculated values
- lowest unoccupied orbital energy (alpha / beta) (eV) = 0.12 / 0.12
- HOMO energy (alpha / beta) (eV) = -6.8039 / -6.8034
- frontier orbital gap (alpha / beta) (eV) = 6.92 / 6.92


2.
C10H8O | ωB97M-V with the def2-TZVPD basis set

```
! RIJCOSX wB97M-V def2-TZVPD def2/J DEFGRID3
* xyz 0 1
C -0.345 2.187 0.760
C -1.585 1.789 0.239
C -1.657 0.602 -0.345
C -0.589 -0.390 -0.338
C -0.659 -1.618 -0.988
C 0.464 -2.512 -1.159
C 1.562 -2.021 -0.552
C 1.745 -0.779 0.092
C 0.748 0.130 0.112
C 0.850 1.243 0.878
H -0.170 3.241 2.315
H -2.714 2.341 0.465
H -2.927 0.047 -0.634
H -1.633 -1.881 -1.553
H 0.253 -3.520 -1.383
H 2.468 -2.998 -0.581
H 2.766 -0.891 0.146
H 1.671 1.567 1.137
O -0.248 3.465 1.386
*
```

Calculated values
- lowest unoccupied orbital energy (eV) = -0.05
- HOMO energy (eV) = -7.9853
- frontier orbital gap (eV) = 7.94


2 is favored, and the nearest alternative lies 22.1 kcal/mol above it.


1.
H6O2S2 | ωB97M-V with the def2-TZVPD basis set

```
! RIJCOSX wB97M-V def2-TZVPD def2/J DEFGRID3
* xyz 0 1
S 2.413 -3.747 1.801
S 0.391 -3.031 1.866
H 2.699 -2.518 1.215
H 0.717 -2.342 0.775
O -0.990 5.694 2.017
H -0.567 5.530 1.217
H -1.532 4.929 2.172
O -1.058 -1.137 -3.716
H -0.268 -1.626 -3.659
H -1.806 -1.752 -3.686
*
```

Calculated values
- lowest unoccupied orbital energy (eV) = -0.05
- HOMO energy (eV) = -8.8736
- structure (SMILES) = SS.O.O
- frontier orbital gap (eV) = 8.82


2.
H6O2S2 | ωB97M-V with the def2-TZVPD basis set

```
! RIJCOSX wB97M-V def2-TZVPD def2/J DEFGRID3
* xyz 0 1
S 2.348 0.386 -1.146
S 2.875 -1.004 0.310
H 1.219 0.809 -0.563
H 1.742 -0.941 1.018
O -1.817 -1.144 -0.316
H -0.921 -1.392 -0.081
H -1.991 -1.605 -1.150
O -0.772 1.630 0.740
H -1.354 2.388 0.685
H -1.330 0.873 0.504
*
```

Calculated values
- lowest unoccupied orbital energy (eV) = 0.36
- HOMO energy (eV) = -8.4126
- structure (SMILES) = SS.O.O
- frontier orbital gap (eV) = 8.77


2 is favored, and the nearest alternative lies 12.4 kcal/mol above it.


1.
C23H33N3O5S | ωB97M-V with the def2-TZVPD basis set

```
! RIJCOSX wB97M-V def2-TZVPD def2/J DEFGRID3
* xyz 0 1
C -3.364 -4.793 -0.384
C -3.395 -3.309 -0.726
C -2.080 -2.626 -0.353
C -2.138 -1.137 -0.678
C -3.006 -0.361 0.333
O -3.092 -0.703 1.497
N -3.568 0.726 -0.212
C -4.314 1.753 0.518
C -5.533 1.103 1.181
C -4.772 2.788 -0.506
C -3.417 2.380 1.603
C -2.133 3.000 1.061
N -0.823 -0.495 -0.667
C 0.044 -0.768 0.466
C 0.953 -1.934 0.244
C 1.183 -3.052 0.990
C 2.161 -3.803 0.292
C 2.453 -3.086 -0.824
O 1.732 -1.952 -0.861
C -0.592 0.470 -1.578
O -1.456 0.844 -2.356
C 0.813 1.067 -1.626
N 1.063 1.929 -0.485
S 2.679 2.404 -0.343
O 2.690 3.467 0.617
O 3.257 2.628 -1.636
C 3.373 0.925 0.373
C 4.205 0.121 -0.379
C 4.709 -1.041 0.185
C 4.366 -1.382 1.483
C 3.531 -0.563 2.229
C 3.033 0.603 1.673
H -4.301 -5.269 -0.662
H -2.554 -5.291 -0.914
H -3.211 -4.933 0.683
H -4.211 -2.828 -0.185
H -3.581 -3.186 -1.796
H -1.909 -2.760 0.716
H -1.257 -3.088 -0.901
H -2.536 -0.999 -1.688
H -3.311 0.952 -1.164
H -5.210 0.341 1.884
H -6.165 0.637 0.429
H -6.114 1.852 1.712
H -5.269 3.615 -0.006
H -3.928 3.178 -1.069
H -5.472 2.338 -1.206
H -3.159 1.593 2.313
H -3.994 3.138 2.135
H -2.344 3.870 0.443
H -1.582 2.273 0.467
H -1.497 3.316 1.884
H -0.589 -0.974 1.333
H 0.633 0.130 0.677
H 0.711 -3.312 1.914
H 2.578 -4.745 0.583
H 3.119 -3.268 -1.644
H 1.560 0.271 -1.600
H 0.910 1.609 -2.574
H 0.473 2.750 -0.475
H 4.448 0.423 -1.386
H 5.366 -1.678 -0.387
H 4.753 -2.291 1.918
H 3.271 -0.833 3.241
H 2.398 1.275 2.227
*
```

Calculated values
- lowest unoccupied orbital energy (eV) = 0.48
- HOMO energy (eV) = -8.8027
- structure (SMILES) = CCC[C@@H](C(=O)NC(C)(C)CC)N(Cc1ccco1)C(=O)CNS(=O)(=O)c1ccccc1
- frontier orbital gap (eV) = 9.28


2.
C23H33N3O5S | ωB97M-V with the def2-TZVPD basis set

```
! RIJCOSX wB97M-V def2-TZVPD def2/J DEFGRID3
* xyz 0 1
C -2.334 -2.224 -2.414
C -0.843 -2.469 -2.214
C -0.374 -2.172 -0.789
C -0.556 -0.703 -0.429
C -1.967 -0.400 0.112
O -2.575 -1.211 0.784
N -2.373 0.844 -0.177
C -3.584 1.482 0.344
C -4.802 0.662 -0.092
C -3.655 2.880 -0.267
C -3.523 1.533 1.882
C -2.333 2.315 2.429
N 0.363 -0.243 0.617
C 0.473 -1.044 1.830
C 1.703 -1.896 1.881
C 1.933 -3.202 1.558
C 3.306 -3.441 1.816
C 3.808 -2.266 2.282
O 2.848 -1.332 2.329
C 0.842 1.009 0.499
O 0.532 1.737 -0.439
C 1.804 1.529 1.562
N 2.617 2.589 1.021
S 3.987 2.041 0.228
O 4.707 1.226 1.162
O 4.623 3.195 -0.330
C 3.400 0.988 -1.101
C 2.874 1.568 -2.237
C 2.386 0.751 -3.244
C 2.435 -0.627 -3.102
C 2.976 -1.197 -1.960
C 3.462 -0.383 -0.950
H -2.910 -2.765 -1.668
H -2.571 -1.167 -2.322
H -2.643 -2.559 -3.401
H -0.274 -1.854 -2.915
H -0.622 -3.515 -2.435
H -0.946 -2.786 -0.091
H 0.683 -2.425 -0.703
H -0.343 -0.083 -1.305
H -1.710 1.453 -0.638
H -4.739 -0.342 0.317
H -4.842 0.594 -1.176
H -5.715 1.132 0.263
H -4.497 3.426 0.149
H -2.744 3.439 -0.066
H -3.786 2.812 -1.345
H -3.471 0.504 2.242
H -4.450 1.972 2.254
H -2.263 2.176 3.506
H -2.434 3.379 2.233
H -1.405 1.967 1.980
H -0.413 -1.680 1.877
H 0.468 -0.380 2.699
H 1.217 -3.912 1.199
H 3.835 -4.360 1.677
H 4.789 -1.970 2.594
H 1.228 1.920 2.410
H 2.492 0.765 1.919
H 2.087 3.208 0.420
H 2.859 2.642 -2.320
H 1.968 1.189 -4.138
H 2.059 -1.262 -3.891
H 3.026 -2.271 -1.859
H 3.907 -0.788 -0.056
*
```

Calculated values
- lowest unoccupied orbital energy (eV) = 0.62
- HOMO energy (eV) = -9.0287
- structure (SMILES) = CCC[C@@H](C(=O)NC(C)(C)CC)N(Cc1ccco1)C(=O)CNS(=O)(=O)c1ccccc1
- frontier orbital gap (eV) = 9.65


2 is favored, and the nearest alternative lies 3.3 kcal/mol above it.


1.
C4H8NO3 | ωB97M-V with the def2-TZVPD basis set

```
! RIJCOSX wB97M-V def2-TZVPD def2/J DEFGRID3
* xyz -1 1
C -0.439 -0.298 -1.175
C 0.834 0.287 -0.851
C 1.991 -0.351 -0.185
O 3.152 0.227 0.081
N -1.358 -0.138 0.074
C -2.711 0.263 0.122
O -3.038 0.871 1.217
O -3.425 -0.102 -0.862
H -0.238 -1.414 -1.433
H -1.063 0.135 -1.950
H 1.142 0.116 0.459
H 1.122 1.219 -1.421
H 1.562 0.277 3.057
H 2.019 -1.452 -0.352
H 1.333 -0.183 2.531
H -0.884 0.543 0.689
*
```

Calculated values
- lowest unoccupied orbital energy (eV) = 2.69
- HOMO energy (eV) = -4.5159
- frontier orbital gap (eV) = 7.20


2.
C4H8NO3 | ωB97M-V with the def2-TZVPD basis set

```
! RIJCOSX wB97M-V def2-TZVPD def2/J DEFGRID3
* xyz -1 1
C 0.362 -1.428 0.366
C 0.117 -0.041 -0.171
C -1.244 -0.107 -0.938
O -1.242 -1.014 -2.031
N 0.064 1.113 0.666
C 1.219 1.835 1.238
O 2.287 1.678 0.636
O 0.888 2.528 2.223
H -0.519 -2.004 0.687
H 1.019 -2.068 -0.223
H 0.906 -1.451 1.333
H 0.963 0.100 -0.867
H -1.488 0.899 -1.301
H -2.064 -0.379 -0.266
H -0.495 -0.806 -2.571
H -0.775 1.145 1.219
*
```

Calculated values
- lowest unoccupied orbital energy (eV) = 3.47
- HOMO energy (eV) = -4.2305
- structure (SMILES) = C[C@@H](CO)NC(=O)[O-]
- frontier orbital gap (eV) = 7.70


2 is favored, and the nearest alternative lies 107.0 kcal/mol above it.


1.
C4H8NO3 | ωB97M-V with the def2-TZVPD basis set

```
! RIJCOSX wB97M-V def2-TZVPD def2/J DEFGRID3
* xyz -1 1
C 1.355 -2.307 -1.014
C -0.075 -1.939 -0.701
O -1.033 -2.592 -1.072
N -0.207 -0.872 0.124
H -1.173 -0.617 0.265
H 0.429 -0.093 0.212
H 1.753 -2.839 -0.160
H 1.963 -1.456 -1.298
H 1.415 -2.981 -1.882
C -1.280 2.339 0.678
C 0.246 2.155 0.928
O 0.988 2.636 0.040
O 0.553 1.521 1.957
H -1.715 3.009 1.422
H -1.771 1.381 0.848
H -1.449 2.654 -0.346
*
```

Calculated values
- lowest unoccupied orbital energy (eV) = 3.67
- HOMO energy (eV) = -4.4107
- frontier orbital gap (eV) = 8.08


2.
C4H8NO3 | ωB97M-V with the def2-TZVPD basis set

```
! RIJCOSX wB97M-V def2-TZVPD def2/J DEFGRID3
* xyz -1 1
C 0.294 -2.588 1.129
C -0.331 -1.535 0.240
O 0.301 -1.366 -0.882
O -1.327 -0.902 0.618
H -0.042 -3.672 0.776
H -0.273 -2.670 2.082
H 1.298 -2.502 1.441
C -1.035 1.818 -0.189
C 0.340 2.097 -0.693
O 0.731 3.219 -0.872
N 1.266 1.144 -0.931
H 2.025 1.442 -1.445
H 0.954 0.168 -1.105
H -1.234 2.527 0.563
H -1.187 0.765 0.216
H -1.780 2.057 -0.948
*
```

Calculated values
- lowest unoccupied orbital energy (eV) = 4.08
- HOMO energy (eV) = -4.8232
- frontier orbital gap (eV) = 8.90


1 is favored, and the nearest alternative lies 11.5 kcal/mol above it.


1.
C4H8NO3 | ωB97M-V with the def2-TZVPD basis set

```
! RIJCOSX wB97M-V def2-TZVPD def2/J DEFGRID3
* xyz -1 1
N -1.513 0.481 -1.012
C -0.583 0.263 0.090
C 0.055 1.666 0.439
O 1.318 1.670 1.054
C 0.602 -0.741 -0.355
C 0.290 -2.193 0.376
O -0.857 -2.682 0.325
O 1.254 -2.618 0.984
H -1.168 0.290 -1.930
H -2.264 -0.355 -0.775
H -1.025 -0.096 1.032
H -0.600 2.157 1.081
H 0.151 2.260 -0.452
H 1.986 1.373 0.330
H 1.545 -0.553 0.218
H 0.809 -0.922 -1.404
*
```

Calculated values
- lowest unoccupied orbital energy (eV) = 3.74
- HOMO energy (eV) = -3.9004
- structure (SMILES) = N[C@H](CO)CC(=O)[O-]
- frontier orbital gap (eV) = 7.64


2.
C4H8NO3 | ωB97M-V with the def2-TZVPD basis set

```
! RIJCOSX wB97M-V def2-TZVPD def2/J DEFGRID3
* xyz -1 1
O 0.905 -0.388 2.143
C 0.657 0.227 0.964
C -0.078 -0.331 -0.179
C -0.740 -1.702 0.193
O -0.955 -1.821 1.601
N -0.701 0.524 -1.209
C 0.301 1.207 -2.096
O 0.740 2.313 -1.511
H 1.329 1.076 0.785
H -0.472 0.455 1.013
H -0.173 -2.598 -0.135
H -1.731 -1.776 -0.311
H -0.168 -1.016 2.055
H -1.227 1.275 -0.740
H 1.099 0.398 -2.220
H -0.118 1.283 -3.137
*
```

Calculated values
- lowest unoccupied orbital energy (eV) = 3.28
- HOMO energy (eV) = -3.5287
- frontier orbital gap (eV) = 6.81


1 is favored, and the nearest alternative lies 100.1 kcal/mol above it.